81
Properties=species:S:1:pos:R:3:mulliken_charge:R:1 method="wB97M-V/def2-TZVPD" e_tot_ev=-44510.898 charge=0 relative_energy_kj_mol=218.09 lumo_ev=-1.82 orbital_gap_ev=2.88 homo_ev=-4.7 spin_multiplicity=1
C -6.98759 -2.87791 -0.54455 -1.1233
N -6.56128 -1.52464 -0.84156 0.0345
C -7.60910 -0.69437 -1.41001 -0.9866
C -5.26630 -1.12171 -0.71944 2.4984
C -4.84064 0.14775 -1.21559 -0.9351
C -3.49841 0.45386 -1.28341 -1.0198
C -2.50468 -0.41816 -0.75965 0.3986
C -1.12157 -0.08503 -0.91766 0.0207
C -0.03614 -0.88604 -0.59853 -0.7320
C 1.33073 -0.55356 -0.83559 1.0933
C 2.32337 -1.62172 -0.91496 0.2031
C 1.94120 -2.98059 -1.10297 -0.9145
C 2.87330 -4.00344 -1.11449 -1.0578
C 4.26617 -3.72035 -1.11597 1.6923
N 5.20100 -4.71637 -1.18665 0.0544
C 6.61118 -4.44881 -1.43451 -1.1141
C 4.94073 -6.06516 -0.72500 -0.8792
C 4.66761 -2.36108 -1.03530 -0.6653
C 3.71952 -1.38573 -0.78101 -1.1205
C 1.71704 0.84736 -0.98156 -0.0855
C 0.95639 1.90018 -0.41473 -0.4542
C 1.35162 3.22607 -0.47502 -0.5095
C 2.60791 3.56666 -1.01507 -0.0287
N 3.03717 4.88812 -1.03270 0.1765
C 4.09989 5.35337 -0.16879 -0.9707
C 2.26229 5.92177 -1.68798 -1.0391
C 3.39086 2.53301 -1.59093 -0.4464
C 2.89084 1.24690 -1.68405 -0.9496
C -2.94557 -1.59309 -0.09564 -0.7215
C -4.27880 -1.97264 -0.13703 -0.9955
H -6.41509 -3.32654 0.27112 0.3619
H -8.04690 -2.86007 -0.26194 0.3864
H -6.89611 -3.52967 -1.43066 0.3264
H -7.21655 0.19851 -1.90558 0.2964
H -8.18121 -1.27666 -2.14891 0.3677
H -8.31200 -0.37886 -0.62229 0.3036
H -5.55989 0.87407 -1.59735 0.1082
H -3.17396 1.37401 -1.77545 0.3656
H -0.97073 0.85196 -1.46176 0.6812
H -0.24388 -1.89166 -0.22248 0.1636
H 0.89379 -3.24187 -1.25234 0.5047
H 2.53930 -5.03845 -1.17863 0.2133
H 6.74155 -3.60332 -2.12301 0.3395
H 7.15746 -4.22811 -0.49891 0.3650
H 7.05920 -5.35004 -1.88013 0.3284
H 3.87234 -6.25760 -0.61875 0.2571
H 5.37197 -6.77622 -1.44068 0.3080
H 5.42259 -6.24563 0.25078 0.3083
H 5.72221 -2.09779 -1.12133 0.2626
H 4.07725 -0.40734 -0.47027 0.7633
H 0.03734 1.67770 0.12454 0.5024
H 0.72428 4.00856 -0.03814 0.4153
H 4.73826 4.51247 0.12433 0.3248
H 4.68650 6.10818 -0.70371 0.3007
H 3.69811 5.82148 0.74466 0.2803
H 1.67342 5.49498 -2.50807 0.2860
H 1.57537 6.42963 -0.99718 0.3301
H 2.95715 6.66728 -2.09171 0.3383
H 4.36900 2.80090 -2.00246 0.4802
H 3.43769 0.52733 -2.29535 0.7974
H -2.23563 -2.23090 0.43102 0.3738
H -4.56463 -2.94123 0.26998 0.0464
C 1.37954 -0.46395 3.22440 -1.3389
C 0.45451 0.69244 2.89236 0.8932
C -0.94066 0.41806 3.02186 -0.9992
C -1.95771 1.40831 3.02510 0.9688
C -1.73801 2.74743 2.58726 -0.3161
C -2.77590 3.67328 2.57133 -0.6674
C -4.05787 3.30430 3.00584 -0.4752
C -4.28545 2.00536 3.49198 -0.5181
C -3.26113 1.07024 3.48892 -0.5577
O 0.93465 1.78057 2.51449 -0.7694
H 0.87858 -1.42398 3.05681 0.2889
H 2.27704 -0.41451 2.59971 0.2285
H 1.67252 -0.40021 4.28178 0.3981
H -1.22624 -0.61140 3.24322 0.0891
H -0.72232 3.00865 2.29719 0.4705
H -2.57650 4.68483 2.21291 0.3639
H -4.86820 4.02924 2.98687 0.3621
H -5.26563 1.71622 3.87744 0.3503
H -3.39813 0.05542 3.87157 0.3187

20
Properties=species:S:1:pos:R:3:lowdin_spin:R:1 method="wB97M-V/def2-TZVPD" e_tot_ev=-27883.199 charge=-2 lumo_ev="5.32 / 5.00" orbital_gap_ev="3.90 / 4.17" homo_ev="1.4 / 0.8" spin_multiplicity=3
C 0.51519 -2.15683 0.51944 0.1624
C -0.16223 -1.53734 -0.56447 -0.0113
C 1.15281 -1.32972 1.44361 0.0083
C -0.10954 -0.19864 -0.65111 0.0972
C 1.24219 0.01257 1.36539 0.1214
C 0.56460 0.68374 0.15963 0.0159
C 0.31370 2.08007 0.08920 0.4803
N -2.89722 2.65362 -2.40493 0.5460
O -4.01599 2.83607 -3.04505 0.4268
O 1.00501 4.51114 0.60490 0.0090
O 2.67398 2.71871 1.01526 0.0371
O 0.78864 2.90256 2.50877 0.0307
S 1.26285 3.12809 1.15884 0.0156
H 0.52458 -3.28977 0.55827 0.0106
H -0.69259 -2.12646 -1.24300 -0.0052
H 1.58217 -1.93963 2.25910 -0.0032
H -0.44531 0.17040 -1.60934 0.0031
H 1.78625 0.70881 1.98909 0.0051
H -0.29123 2.39489 -0.72237 0.0244
H -2.67270 3.55457 -2.00142 0.0260

137
Properties=species:S:1:pos:R:3:mulliken_charge:R:1 method="wB97M-V/def2-TZVPD" e_tot_ev=-100822.667 charge=+1 relative_energy_kj_mol=121.88 lumo_ev=-4.67 orbital_gap_ev=6.17 homo_ev=-10.8 spin_multiplicity=1
Zr 2.49233 -1.21748 -2.12192 1.4529
C 0.92732 -4.45948 -1.48152 -0.2224
O 1.24405 -4.36568 -0.09011 0.0287
O 1.35175 -3.17767 -1.96133 -0.2882
C 1.37072 -5.89118 -2.13653 0.9512
F 2.68053 -5.89342 -2.32624 -0.2512
F 1.02668 -6.95436 -1.38426 -0.2581
F 0.74793 -6.13174 -3.30838 -0.2403
C 0.28786 -4.87158 0.86082 -0.0660
C 0.91328 -4.97543 2.28220 -1.0531
H 1.33778 -4.00636 2.54451 -0.1381
H 0.18182 -5.23812 3.04643 0.4192
H 1.66625 -5.75711 2.18163 0.3894
H 0.01233 -5.90717 0.66146 0.3714
H -0.54559 -4.18285 0.99910 0.1508
H -0.15223 -4.48217 -1.63038 -0.5570
C 0.70165 -0.36112 0.30016 0.5733
O 0.23384 -0.59909 -1.02800 0.7965
O 2.06184 -0.57925 -0.02384 -0.2212
C 0.18290 1.00514 0.93923 -0.0531
F -1.03746 0.78917 1.44675 0.0245
F 0.95663 1.41087 1.97948 -0.1973
F 0.21511 1.95015 0.01121 0.0929
C -1.20939 -0.78278 -1.14657 -0.1422
C -1.48534 -1.28560 -2.54057 0.1025
H -1.25457 -2.34712 -2.63014 -0.3810
H -2.52982 -1.17626 -2.83248 0.2813
H -0.96292 -0.66562 -3.26914 -0.5205
H -1.72052 0.15602 -0.93329 -0.0799
H -1.59646 -1.54112 -0.46599 0.2873
H 0.28418 -1.18960 0.87237 0.4528
C 2.72292 0.47474 -5.86379 -0.9229
C 1.68088 -0.67419 -5.54655 -0.5532
O 1.72913 -1.02394 -4.20005 -0.5443
H 3.73605 0.07273 -5.87086 0.3229
H 2.69466 1.35078 -5.21583 0.1163
H 2.47033 0.84199 -6.85849 0.3827
H 1.68711 -1.47883 -6.28182 0.4108
H 0.68049 -0.28197 -5.72956 0.2665
F -3.79288 -4.15668 -0.40524 -0.3610
C -3.78485 -4.17712 -1.75376 0.2701
C -2.83490 -4.95554 -2.39005 -0.2248
C -2.67045 -4.98486 -3.77663 -0.5886
C -3.53992 -4.17262 -4.50082 -0.4592
C -4.44103 -3.30464 -3.88987 -0.6004
C -4.60003 -3.29599 -2.49438 -0.3297
H -2.12919 -5.55932 -1.83886 0.5669
H -1.89869 -5.57967 -4.24244 0.4575
H -3.44912 -4.09157 -5.57394 0.3664
H -5.10012 -2.72821 -4.52211 0.4475
H -5.24210 -2.58667 -1.99338 0.5229
F -3.77795 4.59177 1.92337 -0.2262
C -2.51717 5.14172 2.11059 0.2114
C -1.49964 4.45408 1.54075 -0.0394
C -0.22918 5.00188 1.57050 -0.2952
C 0.00779 6.18759 2.20388 -0.7961
C -0.99403 6.79903 2.89683 -0.3070
C -2.29530 6.29104 2.83540 -0.6578
H -1.72055 3.51543 1.05441 0.3956
H 0.51153 4.37356 1.09831 0.3908
H 1.03865 6.50965 2.20284 0.4180
H -0.81359 7.64077 3.54899 0.3958
H -3.08174 6.77615 3.39447 0.4374
F 3.75690 5.27425 1.18539 -0.3238
C 4.37290 4.14520 1.52789 0.1745
C 3.94325 2.97888 0.89520 -0.0130
C 4.56734 1.77205 1.26718 0.4800
C 5.70606 1.75294 2.03574 -0.7297
C 6.09584 2.92054 2.66252 -0.2418
C 5.40518 4.08791 2.44795 -0.7889
H 3.09067 3.03876 0.23495 0.5623
H 4.29061 0.82818 0.82117 -0.3281
H 6.25647 0.83538 2.18246 0.3424
H 7.05647 2.92911 3.15599 0.4011
H 5.75855 5.03365 2.83148 0.4232
F -6.16486 1.09952 3.91115 -0.4045
C -5.54550 0.93093 2.70130 0.3519
C -5.34454 1.99993 1.91224 -0.8250
C -4.70818 1.80977 0.63696 -0.3177
C -4.37897 0.54743 0.25454 -0.0513
C -4.56438 -0.49871 1.09425 -0.1700
C -5.21406 -0.36501 2.29303 -0.6381
H -5.75427 2.92667 2.28597 0.4390
H -4.64459 2.67729 -0.00316 0.5687
H -3.96356 0.37171 -0.72676 0.1624
H -4.44060 -1.48821 0.67955 0.4055
H -5.35182 -1.26034 2.88108 0.4697
C 2.31430 3.41385 -2.72371 -1.5149
C 1.52854 2.15351 -2.90692 0.4023
O 1.87076 1.06945 -2.44798 -0.1191
C 0.19821 2.28688 -3.57357 -0.8898
H 3.15074 3.33559 -2.02920 0.3345
H 1.64647 4.23092 -2.45077 0.4129
H 2.87135 3.73321 -3.60451 0.3613
H -0.35325 2.98154 -2.93999 0.4754
H -0.35437 1.36371 -3.74829 0.0506
H 0.37405 2.66983 -4.57882 0.5276
C -2.79717 1.69084 5.30753 -0.6791
C -1.34371 1.70725 5.41759 0.5583
O -0.81280 2.62094 5.99304 -0.5930
C -0.57658 0.48939 5.04474 -0.3076
H -2.97648 1.60645 4.23569 -0.0935
H -3.31696 2.59287 5.63041 0.3269
H -3.11548 0.83752 5.90637 0.3273
H -0.34643 0.63901 3.98988 -0.3415
H -1.16053 -0.42404 5.15765 0.4465
H 0.25276 0.37247 5.74233 0.3240
C 5.61848 -2.21765 0.89327 -0.9474
C 4.58816 -3.08258 0.17178 0.6829
O 3.90909 -2.52870 -0.70258 -0.5938
C 4.60296 -4.60645 0.31955 -0.8869
H 5.38783 -2.06061 1.94695 0.1271
H 5.64043 -1.20326 0.49499 0.1979
H 6.61845 -2.64867 0.84438 0.5035
H 5.59446 -5.04985 0.22772 0.4823
H 3.94565 -5.06858 -0.41697 -0.0286
H 4.35365 -4.84492 1.35352 0.3121
C -3.75107 3.23266 -4.31474 -1.3554
C -4.07694 2.14325 -3.28983 0.8091
O -3.19819 1.65998 -2.58907 -0.0963
C -5.49638 1.67612 -3.19659 -1.1752
H -3.88878 2.82829 -5.31754 0.3924
H -2.69724 3.49023 -4.20893 0.1528
H -4.44091 4.05316 -4.11725 0.3926
H -5.94806 2.30921 -2.43286 0.3069
H -5.67449 0.63763 -2.91747 0.2130
H -5.97547 1.89665 -4.15050 0.4017
C 3.18190 0.35047 4.54323 -0.6347
C 3.64384 -1.05072 4.25393 0.6702
O 4.82595 -1.40538 4.24619 -0.6451
C 2.62254 -1.95014 3.54708 -0.6642
H 2.21770 0.59462 4.09736 -0.1351
H 3.92899 1.11698 4.33729 0.1829
H 3.01379 0.28099 5.61794 0.4203
H 1.59701 -1.58097 3.55760 0.3402
H 2.69009 -2.99355 3.85504 0.5113
H 2.95864 -1.94097 2.51023 -0.0729